Formula: C15H28ClFN4
Source: OMol25
Level of theory: the ωB97M-V functional and the def2-TZVPD basis

Element x y z (Å)
Cl  4.69  -4.04  -0.49
C  4.20  -3.13  0.95
N  3.07  -2.19  0.70
C  3.44  -1.10  -0.31
C  2.28  -0.16  -0.45
N  1.24  -0.60  0.51
F  0.11  0.43  0.49
C  1.71  -0.56  1.92
C  2.83  -1.54  2.03
C  0.69  -1.91  0.10
C  1.80  -2.91  0.27
H  3.90  -3.86  1.71
H  5.07  -2.56  1.29
H  4.33  -0.59  0.09
H  3.70  -1.61  -1.24
H  2.54  0.87  -0.20
H  1.83  -0.20  -1.45
H  2.00  0.48  2.10
H  0.83  -0.81  2.52
H  2.60  -2.33  2.76
H  3.76  -1.03  2.32
H  -0.16  -2.13  0.75
H  0.37  -1.82  -0.94
H  2.04  -3.44  -0.66
H  1.57  -3.66  1.05
C  -1.38  0.52  -2.11
C  -2.78  1.00  -1.77
C  -3.38  1.87  -2.87
C  -3.63  -0.25  -1.58
N  -2.67  1.76  -0.52
C  -1.56  1.79  0.25
N  -1.85  2.68  1.23
C  -0.95  3.13  2.27
C  -3.13  3.22  1.06
C  -3.67  2.58  0.00
H  -0.86  0.25  -1.18
H  -1.47  -0.37  -2.75
H  -0.80  1.31  -2.62
H  -4.44  2.11  -2.69
H  -2.80  2.79  -3.02
H  -3.32  1.30  -3.81
H  -4.68  -0.03  -1.35
H  -3.56  -0.82  -2.52
H  -3.19  -0.86  -0.78
H  0.04  2.67  2.15
H  -0.85  4.22  2.24
H  -1.31  2.87  3.28
H  -3.53  4.02  1.67
H  -4.66  2.65  -0.42

Values from the calculation:
Highest occupied orbital energy ... -14.2 eV
Energy ... -1366.6873 Ha
Net charge ... +2
Frontier orbital gap ... 7.56 eV
ΔE to the lowest compared entry with this formula, charge and spin ... 383.29 kJ/mol
E_LUMO ... -6.60 eV